Entry 1:
Below is C16H32O7SW as an isolated structure in a non-equilibrium geometry, with properties calculated with ωB97M-V with the def2-TZVPD basis set.

Each line ends with the Mulliken spin population.
Geometry (Å):
W 8.5639 7.1394 7.8532  1.785
C 5.8519 7.8111 6.4617  0.027
C 6.2467 6.5977 5.6573  -0.015
O 7.6014 6.2465 6.1228  0.007
C 8.0948 4.9127 5.5369  0.003
C 8.7904 4.2534 6.6716  0.009
O 9.5871 5.3436 7.3328  0.040
C 10.9551 5.5482 6.7672  0.008
C 10.8937 6.7086 5.7724  0.015
O 10.0183 7.6521 6.4688  0.040
C 9.8914 8.9349 5.8442  0.010
C 9.4340 9.9112 6.9559  0.007
O 8.4327 9.1923 7.8002  0.057
C 7.8200 9.8689 8.9799  0.015
C 7.9459 8.9196 10.2162  0.006
O 7.6832 7.5635 9.7836  -0.009
C 6.2976 7.1098 10.0736  -0.024
C 5.7780 6.7234 8.7128  0.073
O 6.3802 7.6794 7.7907  -0.012
H 4.7953 7.9298 6.4296  0.001
H 6.3601 8.6830 6.1280  -0.002
H 6.3868 6.9211 4.6089  -0.001
H 5.6044 5.7296 5.7177  0.000
H 8.8212 5.0700 4.7234  0.001
H 7.2508 4.3500 5.2090  0.000
H 9.4630 3.4376 6.3840  0.003
H 8.1406 3.8943 7.4183  -0.007
H 11.3023 4.6470 6.2497  0.002
H 11.5741 5.7570 7.6016  -0.004
H 10.4171 6.3787 4.8654  0.001
H 11.8364 7.1756 5.6498  -0.001
H 9.1470 8.8562 5.0710  -0.002
H 10.8004 9.1711 5.3726  -0.002
H 8.9854 10.7655 6.4419  -0.002
H 10.2936 10.1462 7.5871  0.001
H 6.7594 10.0418 8.6894  0.002
H 8.3502 10.8348 9.0742  -0.001
H 7.1789 9.2194 10.9550  0.002
H 8.8943 9.0517 10.6589  -0.005
H 5.7578 7.9100 10.5203  0.003
H 6.3616 6.2581 10.7811  -0.005
H 4.7077 6.7564 8.6606  -0.002
H 6.1860 5.7523 8.4108  -0.023
O 10.1626 7.3252 9.0616  -0.017
S 10.4455 6.7770 10.5600  0.012
C 11.4035 8.1512 11.2924  0.005
C 12.7408 7.5255 11.6572  -0.001
C 13.1798 6.6260 10.5358  0.001
C 11.9561 5.7117 10.3775  -0.001
H 10.8880 8.5547 12.1410  0.000
H 11.5411 8.9006 10.5169  -0.003
H 12.6491 6.9603 12.5835  0.000
H 13.4028 8.3614 11.8356  0.000
H 14.0488 5.9939 10.7420  0.000
H 13.3637 7.1980 9.6430  0.000
H 11.9227 5.0811 11.2631  0.000
H 11.8242 5.0259 9.5369  0.000

## Properties
E_HOMO (spin up / spin down)   -22.1 / -23.1 eV
2S+1   3
LUMO energy (spin up / spin down)   -13.68 / -14.03 eV
Total charge   +4
DFT total energy   -1619.1255 a.u.
F_max   2.7 eV Å⁻¹

Entry 2:
Below is C16H32O8S4 as an isolated structure in a non-equilibrium geometry, with properties calculated with ωB97M-V with the def2-TZVPD basis set.

Each line ends with the natural charge from an NBO analysis.
Geometry (Å):
C -0.3762 -1.1326 0.9022  -0.449
C 0.0507 -1.4325 -0.5641  -0.404
C -0.8488 -0.5081 -1.4126  -0.628
S -2.5460 -0.5692 -0.5213  2.072
O -3.4863 -1.4768 -1.1531  -0.956
O -2.9375 0.8151 -0.2102  -0.930
C -1.8499 -1.3315 1.0315  -0.626
H -0.0202 -0.1975 1.3347  0.226
H 0.1585 -1.8749 1.4948  0.237
H -0.2342 -2.4638 -0.7720  0.190
H 1.1037 -1.2065 -0.7321  0.226
H -0.8636 -0.5558 -2.5014  0.247
H -0.4981 0.5203 -1.3250  0.310
H -2.0497 -2.4025 1.0638  0.226
H -2.3831 -0.8978 1.8776  0.250
C -4.8120 0.9589 -3.8500  -0.409
C -4.0832 2.0584 -4.7791  -0.400
C -2.5971 2.3507 -4.2554  -0.631
S -2.1180 0.8824 -3.2215  2.085
O -1.4745 1.1594 -1.9505  -0.922
O -1.6061 -0.1245 -4.1528  -0.941
C -3.8806 0.3904 -2.7563  -0.673
H -5.1101 0.1246 -4.4851  0.216
H -5.7010 1.3670 -3.3692  0.217
H -4.6803 2.9685 -4.8361  0.218
H -4.1059 1.7687 -5.8296  0.217
H -2.7242 3.1258 -3.4997  0.232
H -1.7795 2.7568 -4.8509  0.256
H -4.1058 0.9702 -1.8612  0.261
H -3.8103 -0.6690 -2.5097  0.303
C 1.7760 -1.0410 5.0284  -0.410
C 0.9867 -2.2385 4.6142  -0.392
C 0.4391 -2.0223 3.1935  -0.688
S 1.1229 -0.4881 2.4790  2.120
O 0.1573 0.5415 2.6982  -0.908
O 1.8040 -0.7315 1.1489  -0.974
C 2.3861 -0.4018 3.7711  -0.624
H 2.4952 -1.2261 5.8263  0.233
H 1.0390 -0.3416 5.4231  0.217
H 0.1852 -2.4671 5.3167  0.229
H 1.6703 -3.0845 4.5439  0.201
H -0.6331 -2.1596 3.0529  0.260
H 0.8198 -2.9360 2.7369  0.251
H 2.6948 0.6398 3.8600  0.261
H 3.2129 -1.0305 3.4407  0.235
C 4.4408 0.7041 0.6820  -0.419
C 3.7456 -0.3579 -0.1941  -0.432
C 2.6559 0.3797 -1.0636  -0.645
S 2.3994 2.1216 -0.4259  2.134
O 1.0110 2.4173 -0.1469  -0.931
O 3.1966 3.0738 -1.1467  -0.939
C 3.2722 1.6278 1.1382  -0.645
H 5.2155 1.2832 0.1794  0.221
H 5.0750 0.2715 1.4558  0.214
H 3.2519 -0.9912 0.5430  0.270
H 4.4029 -0.9249 -0.8534  0.214
H 1.6841 -0.0747 -0.8706  0.238
H 2.7572 0.4924 -2.1431  0.241
H 2.5397 1.0675 1.7192  0.212
H 3.5646 2.5229 1.6871  0.237

## Properties
E_HOMO   -8.4 eV
Relative energy (zero: lowest compared OMol25 entry of this formula, charge and spin)   1272.24 kJ/mol
LUMO energy   0.06 eV
DFT total energy   -2822.9924 a.u.
F_max   11.6 eV Å⁻¹

Entry 3:
Below is C16H33BeN3O3P as an isolated structure, with properties calculated with ωB97M-V with the def2-TZVPD basis set.

Each line ends with the natural charge from an NBO analysis.
Geometry (Å):
Be -1.2697 1.4548 1.2373  1.676
N -2.6830 2.5132 0.5492  -0.891
C -2.1796 3.8704 0.8480  -0.311
C -1.5888 3.7721 2.2675  0.632
O -1.9026 4.5898 3.1411  -0.709
N -0.8500 2.6724 2.3521  -0.872
C -0.6809 2.0320 3.6404  -0.355
C -1.4520 0.6964 3.5607  0.779
O -1.5906 -0.0144 4.5495  -0.690
O -1.8783 0.4204 2.3654  -0.927
H -2.9931 2.4171 -0.4087  0.378
H -3.4611 2.2931 1.1657  0.383
H -2.9496 4.6433 0.8121  0.183
H -1.3908 4.1022 0.1308  0.208
H -1.0638 2.6393 4.4613  0.220
H 0.3695 1.7950 3.8354  0.197
C 0.8478 1.2257 -2.7662  -0.629
C 1.5340 0.1500 -1.9060  -0.362
C 2.7035 0.8393 -1.1895  -0.617
C 2.0839 -0.9627 -2.7976  -0.617
P 0.2902 -0.3567 -0.5183  1.884
N -0.3983 0.9032 -0.0026  -1.772
C 1.3105 -1.3244 0.7958  -0.371
C 0.3114 -2.0965 1.6702  -0.628
C 2.3634 -2.3007 0.2717  -0.614
C 1.9690 -0.2726 1.7086  -0.621
C -0.9227 -1.6142 -1.3288  -0.371
C -1.4133 -0.9520 -2.6248  -0.615
C -2.1552 -1.7236 -0.4200  -0.618
C -0.3780 -3.0026 -1.6602  -0.616
H 1.5957 1.8948 -3.2031  0.190
H 0.1868 1.8173 -2.1287  0.258
H 0.2712 0.7958 -3.5847  0.197
H 3.3092 1.3905 -1.9158  0.193
H 3.3605 0.1242 -0.6947  0.196
H 2.3230 1.5488 -0.4526  0.241
H 2.8504 -0.5417 -3.4577  0.197
H 1.3111 -1.4014 -3.4308  0.200
H 2.5465 -1.7638 -2.2192  0.210
H -0.1050 -2.9629 1.1582  0.190
H -0.5003 -1.4467 1.9983  0.262
H 0.8247 -2.4665 2.5628  0.201
H 1.9368 -3.0366 -0.4117  0.206
H 2.7956 -2.8407 1.1208  0.201
H 3.1816 -1.7902 -0.2380  0.199
H 1.3122 0.5943 1.8087  0.249
H 2.9347 0.0606 1.3318  0.198
H 2.1264 -0.6937 2.7058  0.201
H -1.6760 0.0889 -2.4286  0.229
H -2.3098 -1.4699 -2.9808  0.195
H -0.6691 -0.9916 -3.4205  0.196
H -2.4717 -0.7285 -0.1091  0.241
H -1.9783 -2.3000 0.4833  0.219
H -2.9715 -2.2017 -0.9724  0.186
H 0.5379 -2.9551 -2.2528  0.208
H -1.1286 -3.5457 -2.2450  0.197
H -0.1761 -3.5878 -0.7636  0.207

## Properties
E_HOMO   -4.7 eV
LUMO energy   2.70 eV
Total charge   -1
DFT total energy   -1375.7956 a.u.
F_max   0.7 eV Å⁻¹

Entry 4:
Below is C16H33BrCuNO8P as an isolated structure in a non-equilibrium geometry, with properties calculated with ωB97M-V with the def2-TZVPD basis set.

Each line ends with the natural charge from an NBO analysis.
Geometry (Å):
Cu -1.0537 -0.5486 2.8451  0.878
C 3.2219 -1.1339 1.3097  -0.585
C 3.2151 0.3584 0.9415  0.114
C 3.4564 0.3375 -0.5958  -0.396
C 3.0167 1.5789 -1.3540  -0.392
C 1.6003 1.9739 -0.9437  -0.405
C 1.4380 2.0875 0.5857  0.120
N 1.9164 0.9076 1.2055  -0.229
O 1.4002 0.6497 2.4576  -0.796
C -0.0234 2.3364 0.8677  -0.588
C 2.2102 3.4019 0.9720  -0.662
C 4.3287 1.1044 1.7223  -0.653
H 2.2775 -1.6204 1.1330  0.246
H 3.4690 -1.2397 2.3660  0.223
H 3.9780 -1.7066 0.7487  0.152
H 3.0221 -0.4972 -1.1557  0.193
H 4.5522 0.2142 -0.6083  0.177
H 3.0883 1.5795 -2.4510  0.174
H 3.7205 2.3928 -1.1081  0.172
H 1.0160 1.0877 -1.2597  0.192
H 1.1126 2.7813 -1.4993  0.183
H -0.6236 1.4197 0.8417  0.229
H -0.5134 2.9444 0.0825  0.147
H -0.2855 2.8472 1.7936  0.248
H 3.1156 3.5307 0.3740  0.170
H 2.5622 3.4173 2.0063  0.220
H 1.5638 4.2843 0.8808  0.180
H 4.9085 0.4361 2.3730  0.189
H 3.9107 1.8440 2.3981  0.236
H 5.0620 1.5205 1.0166  0.162
Br 0.2900 -3.2217 2.8868  -0.940
C -1.8391 0.5919 5.4109  0.932
O -2.3673 0.7306 6.5912  -0.941
O -1.0917 1.5048 4.8833  -0.903
O -2.1339 -0.4901 4.7012  -1.006
C 0.7614 -2.9948 -1.3386  -0.627
C -0.0945 -2.0189 -0.5541  -0.144
O -1.1688 -1.5218 -1.4060  -0.846
P -2.5374 -1.1980 -0.6793  2.594
O -2.4611 -0.5796 0.6330  -1.071
O -3.1957 -0.2343 -1.7758  -0.848
C -2.6416 1.0781 -1.9980  -0.075
C -3.7759 1.9072 -2.5887  -0.630
O -3.4577 -2.4835 -0.7734  -0.793
C -3.6576 -3.1194 -2.0118  -0.056
C -5.0813 -3.6790 -2.0994  -0.622
H 0.1471 -3.8664 -1.6053  0.181
H 1.1499 -2.5663 -2.2636  0.185
H 1.5340 -3.3611 -0.6661  0.244
H -0.3662 -2.4226 0.4303  0.268
H 0.5306 -1.1554 -0.2929  0.216
H -2.3915 1.4678 -1.0095  0.225
H -1.7730 1.0335 -2.6506  0.184
H -4.7643 1.5073 -2.3558  0.220
H -3.8379 2.9284 -2.2029  0.211
H -3.7564 1.9451 -3.6829  0.184
H -3.5037 -2.4255 -2.8424  0.178
H -2.9888 -3.9587 -2.2168  0.171
H -5.3031 -3.9069 -3.1482  0.189
H -5.0268 -4.6919 -1.6860  0.201
H -5.8608 -3.0883 -1.6343  0.221

## Properties
E_HOMO   3.6 eV
LUMO energy   5.57 eV
Total charge   -3
DFT total energy   -5841.8553 a.u.
F_max   2.2 eV Å⁻¹